{"formula": "C9H14", "method": "wB97M-V/def2-TZVPD", "symbols": ["C", "C", "C", "C", "C", "C", "C", "C", "C", "H", "H", "H", "H", "H", "H", "H", "H", "H", "H", "H", "H", "H", "H"], "coordinates": [[0.833, -1.821, -0.248], [-3.200, 0.853, -1.118], [0.390, 0.452, 2.766], [1.174, 0.959, 0.435], [1.488, 0.514, -0.846], [1.274, -0.852, -1.148], [0.830, -0.024, 1.449], [0.648, -1.329, 1.034], [-1.970, 0.684, -2.037], [0.943, -0.019, 3.594], [-3.344, 0.022, -0.412], [-2.374, 0.227, -3.008], [0.508, 1.535, 2.922], [0.452, -2.734, -0.664], [-1.492, 1.616, -2.283], [-0.707, 0.178, 2.835], [-4.112, 0.944, -1.721], [-1.266, -0.071, -1.637], [0.203, -1.978, 1.806], [-2.990, 1.668, -0.439], [2.127, 1.033, -1.533], [1.297, 1.942, 0.919], [1.653, -1.225, -2.071]], "e_above_lowest_kj_mol": 112.6, "e_lumo_ev": 0.942, "smiles": "Cc1ccccc1.CC", "homo_lumo_gap_ev": 9.78, "energy_ev": -9559.0140}